Density functional theory data (ωB97M-V/def2-TZVPD) for C8H10O as an isolated structure in a non-equilibrium geometry.

Each line ends with the Löwdin charge.
Element x y z (Å)
C (1.25, 1.67, 0.40)  0.00
C (0.02, 1.60, 0.95)  -0.04
C (1.70, 0.38, -0.30)  -0.40
C (-0.04, -0.90, 1.13)  -0.10
C (-0.71, 0.29, 0.65)  -0.23
C (0.83, -0.73, -0.15)  -0.17
C (-2.10, 0.49, -0.02)  -0.01
C (0.51, -1.59, -1.30)  -0.04
O (2.80, 0.31, -0.84)  0.07
H (1.96, 2.47, 0.57)  0.11
H (-0.24, 2.51, 1.56)  0.13
H (0.56, -0.92, 2.08)  0.14
H (-0.65, -1.75, 0.90)  0.10
H (-2.61, -0.42, 0.11)  0.05
H (-1.83, 0.68, -1.07)  0.09
H (-2.73, 1.34, 0.29)  0.09
H (1.36, -1.82, -1.93)  0.09
H (-0.12, -1.09, -1.97)  0.06
H (0.04, -2.52, -1.04)  0.08

Results
energy relative to the best compared isomer or geometry (same formula, charge and spin) = 320.19 kJ/mol
total charge = 0
DFT total energy = -385.951845 Ha
E_LUMO = 0.2 eV
Kohn-Sham gap = 8.14 eV